P:
# C4H9NO3

A 2-piece molecular cluster, C4H9NO3 overall (the ωB97M-V functional and the def2-TZVPD basis, the Open Molecules 2025 dataset).

Summary:
Net charge = 0
Gap between HOMO and LUMO = 10.243 eV
HOMO energy = -9.852 eV

Geometry (Å):
N: -0.03532 -1.25062 -0.44587
C: 0.87494 -0.07105 -0.42879
C: 2.22331 -0.45341 0.13781
O: 2.35573 -1.30041 0.98672
C: 0.31235 1.09429 0.41779
C: -0.89189 1.74052 -0.22444
O: -1.01720 2.93774 -0.30253
H: 0.33096 -1.95257 0.18827
H: -0.07637 -1.62107 -1.38252
H: 1.01358 0.27305 -1.45318
H: 3.10938 0.09850 -0.23489
H: 0.12282 0.71414 1.42975
H: 1.08017 1.85000 0.51549
H: -1.67085 1.06709 -0.62376
O: -2.93046 -0.94739 0.32425
H: -2.69466 -1.06066 1.24902
H: -2.10649 -1.11814 -0.15311

Atom charges from the Löwdin analysis, given in e for atoms 1 to 4: 0.052 -0.339 -0.221 0.066

Q:
# C4H9NO3

A 3-piece molecular cluster, C4H9NO3 overall (the ωB97M-V functional and the def2-TZVPD basis, the Open Molecules 2025 dataset).

Summary:
Net charge = 0
Gap between HOMO and LUMO = 9.747 eV
HOMO energy = -9.033 eV

Geometry (Å):
H: 2.70439 -1.17184 -0.60503
N: 1.79838 -1.23320 -0.15820
C: 1.67653 -2.16296 0.68219
O: 0.56218 -2.39085 1.34163
H: 2.45467 -2.87218 0.98283
H: -0.16166 -1.81958 1.01343
C: -0.50446 1.34174 -1.36372
C: 0.18990 1.52964 -0.23780
O: -0.01431 2.60948 0.55946
H: -0.26886 0.50820 -1.99500
H: -1.19835 2.07406 -1.72649
H: 0.92059 0.78746 0.07824
H: 0.53352 2.56203 1.34740
C: -2.14364 0.07929 0.00124
O: -1.62077 -0.95327 0.34371
H: -2.69016 0.17005 -0.94301
H: -2.23795 0.94191 0.67912

Atom charges from the Löwdin analysis, given in e for atoms 1 to 4: 0.052 0.092 -0.377 0.044

The winner here is P, beating the second structure by 117.8 kJ/mol.

P:
# C4H9NO3

A 2-piece molecular cluster, C4H9NO3 overall (the ωB97M-V functional and the def2-TZVPD basis, the Open Molecules 2025 dataset).

Summary:
Net charge = 0
Gap between HOMO and LUMO = 9.458 eV
HOMO energy = -9.224 eV

Geometry (Å):
C: -0.97131 -1.86729 0.36381
C: -1.03376 -1.29934 -0.99792
O: -1.18418 -1.95270 -2.00538
N: -0.52039 0.00930 -1.13886
C: -0.20496 0.83389 -0.01439
C: 1.24596 1.36704 -0.06225
O: 1.50962 2.51184 -0.32800
H: 0.09196 -1.84009 0.65350
H: -1.43855 -1.33916 1.18456
H: -1.11822 -2.95648 0.41040
H: -0.57700 0.51501 -2.00313
H: -0.63156 1.86448 -0.31013
H: -0.44241 0.60247 1.02965
H: 2.12738 0.79369 0.31634
O: 0.91251 0.42138 2.87813
H: 1.35786 -0.39032 3.11930
H: 0.30240 0.67535 3.58058

Atom charges from the Löwdin analysis, given in e for atoms 1 to 4: -0.015 -0.513 0.057 0.052

Q:
# C4H9NO3

The molecule C4H9NO3 (the ωB97M-V functional and the def2-TZVPD basis, the Open Molecules 2025 dataset).

Summary:
Net charge = 0
Gap between HOMO and LUMO = 9.975 eV
HOMO energy = -9.297 eV

Geometry (Å):
N: 1.00702 -1.02489 -0.70318
C: 0.66907 0.38679 -0.72814
C: 1.88378 1.15910 -0.24120
O: 2.56129 0.54626 0.83451
C: -0.56334 0.70533 0.13725
C: -1.59723 -0.35966 0.22734
O: -1.49692 -1.52449 0.52593
O: -2.83019 0.17252 0.08817
H: 1.32173 -1.42858 -1.56505
H: 0.55340 -1.64594 -0.05721
H: 0.54066 0.74062 -1.75930
H: 2.64491 1.23303 -1.02218
H: 1.58018 2.16436 0.09631
H: 2.51410 -0.41166 0.75205
H: -0.03523 0.69865 1.14313
H: -0.98956 1.68853 0.04044
H: -3.49533 -0.51307 -0.00975

Atom charges from the Löwdin analysis, given in e for atoms 1 to 4: 0.053 -0.365 -0.251 -0.079

R:
# C4H9NO3

The molecule C4H9NO3 (the ωB97M-V functional and the def2-TZVPD basis, the Open Molecules 2025 dataset).

Summary:
Net charge = 0
Gap between HOMO and LUMO = 10.748 eV
HOMO energy = -9.980 eV

Geometry (Å):
C: 3.03509 -0.35416 -0.08867
C: 1.84200 -0.62436 -0.59340
C: 0.64430 0.26066 -0.43621
N: -0.44877 -0.47854 0.21109
C: -1.75161 0.25788 0.39625
O: -2.21160 -0.07575 1.66446
O: -2.44289 -0.31443 -0.63492
O: -1.67825 1.63867 0.26157
H: 3.23011 0.56597 0.44521
H: 3.87949 -1.01301 -0.23156
H: 1.67336 -1.54185 -1.14490
H: 0.26859 0.57069 -1.41581
H: 0.90164 1.16765 0.12340
H: -0.14766 -0.86373 1.10199
H: -3.17134 0.02403 1.64965
H: -1.58798 -1.06810 -0.69807
H: -2.03448 1.84839 -0.61009

Atom charges from the Löwdin analysis, given in e for atoms 1 to 4: 0.009 -0.174 -0.213 0.005

The winner here is Q, beating the second structure by 90.6 kJ/mol.

P:
# HNO3S

A 2-piece molecular cluster, HNO3S overall (the ωB97M-V functional and the def2-TZVPD basis, the Open Molecules 2025 dataset).

Summary:
Net charge = 0
Gap between HOMO and LUMO (spin up / spin down) = 7.918 / 8.318 eV
HOMO energy (spin up / spin down) = -8.685 / -9.498 eV

Geometry (Å):
N: -1.25118 0.40969 -1.15769
O: -0.33016 -0.89173 1.62111
O: 1.27191 0.44158 0.41992
O: -0.50865 -0.20754 -1.81702
S: -0.16149 0.47147 1.21401
H: 0.97956 -0.22348 -0.28032

Atom charges from the Löwdin analysis, given in e for atoms 1 to 4: 0.046 -0.507 -0.387 -0.027

Q:
# HNO3S

The molecule HNO3S (the ωB97M-V functional and the def2-TZVPD basis, the Open Molecules 2025 dataset).

Summary:
Net charge = 0
Gap between HOMO and LUMO = 8.738 eV
HOMO energy = -9.567 eV

Geometry (Å):
N: 0.85225 0.19369 -0.22396
O: 0.26601 1.21159 0.01881
O: 1.97987 0.07199 -0.44577
O: -1.51606 -0.53484 0.42421
S: -0.37967 -1.34887 -0.37562
H: -1.20240 0.40645 0.60233

Atom charges from the Löwdin analysis, given in e for atoms 1 to 4: -0.577 0.015 0.089 -0.524

The winner here is P, beating the second structure by 50.0 kJ/mol.

P:
# C2H5OPS2

The molecule C2H5OPS2 (the ωB97M-V functional and the def2-TZVPD basis, the Open Molecules 2025 dataset).

Summary:
Net charge = 0
Gap between HOMO and LUMO = 9.004 eV
HOMO energy = -9.401 eV

Geometry (Å):
C: -1.16077 -1.04837 0.84613
C: -0.57227 0.04681 0.36248
P: -0.21878 0.28582 -1.36168
O: 1.82881 0.02465 -1.38871
S: -1.00677 -0.87444 -2.63285
S: -0.22517 2.44220 -1.67009
H: -1.37150 -1.04310 2.01574
H: -1.58061 -1.85763 0.20655
H: -0.25100 0.83929 1.12812
H: 2.19329 -0.30342 -0.45096
H: 0.50717 2.45961 -2.81250

Atom charges from the Löwdin analysis, given in e for atoms 1 to 4: -0.054 -0.431 0.076 -0.429

Q:
# C2H5OPS2

A 3-piece molecular cluster, C2H5OPS2 overall (the ωB97M-V functional and the def2-TZVPD basis, the Open Molecules 2025 dataset).

Summary:
Net charge = 0
Gap between HOMO and LUMO = 8.688 eV
HOMO energy = -9.443 eV

Geometry (Å):
O: 3.57967 0.80966 -0.51768
P: 2.21161 1.43643 -1.02470
S: 1.65837 0.49578 -2.64944
H: 4.16287 0.16506 -1.04546
C: -1.07920 1.15711 0.31526
C: -0.85830 1.40098 1.43228
H: -1.45586 0.84583 -0.55141
H: -0.23973 1.69933 2.28358
S: -0.29434 -2.12412 -0.18787
H: 0.98840 -2.35942 -0.32932
H: -0.56918 -2.62489 0.98145

Atom charges from the Löwdin analysis, given in e for atoms 1 to 4: -0.482 0.371 0.060 0.098

R:
# C2H5OPS2

The molecule C2H5OPS2 (the ωB97M-V functional and the def2-TZVPD basis, the Open Molecules 2025 dataset).

Summary:
Net charge = 0
Gap between HOMO and LUMO = 9.382 eV
HOMO energy = -8.935 eV

Geometry (Å):
C: -1.57251 0.12660 -0.10097
C: -0.46199 -0.46204 -0.52698
P: 1.20130 -0.02212 0.05745
O: 1.96958 -1.40992 0.37261
S: 2.26828 1.16654 -1.05819
S: 0.98967 0.60194 2.08554
H: -2.41680 -0.12404 -0.82449
H: -1.66515 0.78814 0.78479
H: -0.48098 -1.25382 -1.16336
H: 2.93873 -1.24776 0.34593
H: 2.39672 0.68962 2.11922

Atom charges from the Löwdin analysis, given in e for atoms 1 to 4: -0.032 -0.323 -0.054 -0.335

The winner here is R, beating the second structure by 138.0 kJ/mol.